No. 1
{"formula": "C41H44CrN11Si", "method": "ωB97M-V/def2-TZVPD", "spin_multiplicity": 4, "gap_ev": [6.387, 6.078], "largest_force_ev_per_a": 0.953, "e_tot_ha": -3525.07607, "total_charge": 0, "elements": ["Cr", "Si", "N", "N", "N", "N", "N", "N", "N", "N", "N", "N", "N", "C", "C", "C", "C", "C", "C", "C", "C", "C", "C", "C", "C", "C", "C", "C", "C", "C", "C", "C", "C", "C", "C", "C", "C", "C", "C", "C", "C", "C", "C", "C", "C", "C", "C", "C", "C", "C", "C", "C", "C", "C", "H", "H", "H", "H", "H", "H", "H", "H", "H", "H", "H", "H", "H", "H", "H", "H", "H", "H", "H", "H", "H", "H", "H", "H", "H", "H", "H", "H", "H", "H", "H", "H", "H", "H", "H", "H", "H", "H", "H", "H", "H", "H", "H", "H"], "positions_angstrom": [[-0.83, -0.44, -0.14], [-0.94, 1.52, -1.97], [-1.77, 2.15, 4.19], [6.67, 0.13, 5.60], [-1.98, -4.13, -2.29], [1.23, -1.15, -1.23], [-1.12, 1.27, 1.62], [-0.90, -1.87, 1.59], [-2.86, -0.47, 0.31], [-1.37, -1.97, -1.34], [-4.16, -5.31, -2.25], [1.19, 0.04, 1.11], [3.56, -2.09, -2.41], [-0.27, -6.49, 2.27], [2.12, 0.63, 3.22], [3.46, -0.50, 1.61], [-0.19, -5.17, 2.70], [2.39, -2.16, -3.03], [-2.29, 1.84, 1.89], [4.50, 0.09, 3.82], [-0.27, 1.16, 2.64], [1.96, 1.79, -2.69], [1.07, 0.58, 2.32], [-5.11, -0.52, 0.57], [-1.71, 1.13, -3.70], [0.25, -4.46, 0.45], [2.40, -1.10, -0.60], [-2.60, 2.29, 3.17], [-2.31, 2.39, -4.35], [0.54, 3.74, -3.11], [-4.02, 0.02, -0.14], [0.72, 2.53, -2.17], [6.85, 0.09, 4.28], [-0.10, -6.79, 0.93], [4.31, 0.14, 5.19], [3.56, -1.56, -1.19], [1.09, 3.09, -0.78], [-3.16, -4.73, -2.23], [5.81, 0.07, 3.36], [-4.56, -1.41, 1.49], [-0.60, 1.57, 3.92], [0.16, -5.77, 0.02], [-2.09, 2.85, -1.26], [-2.13, -2.08, 1.94], [-0.70, 0.57, -4.71], [5.41, 0.15, 6.03], [1.22, -1.69, -2.44], [-3.18, -1.36, 1.31], [-2.87, 0.13, -3.57], [2.36, -0.48, 0.77], [0.11, -2.70, 2.25], [0.07, -4.15, 1.80], [-1.73, -3.01, -1.75], [3.35, 0.07, 2.87], [2.00, 1.13, 4.17], [2.37, -2.59, -4.02], [7.88, 0.09, 3.93], [0.26, -1.77, -2.93], [-3.09, 2.84, -3.73], [1.09, -2.29, 2.02], [1.44, 4.36, -3.06], [-2.77, 2.11, -5.30], [-3.55, 2.77, 3.36], [-3.01, 1.92, 1.09], [0.00, -2.66, 3.34], [-0.34, -4.93, 3.75], [-4.06, 0.73, -0.94], [-2.08, 3.73, -1.91], [1.80, 1.33, -3.67], [-1.20, 0.42, -5.67], [-1.79, 3.18, -0.27], [0.32, 3.74, -0.37], [2.01, 3.68, -0.85], [0.28, -5.99, -1.04], [6.05, 0.07, 2.30], [-2.60, -0.76, -3.00], [-0.31, -0.41, -4.42], [-3.13, 2.52, -1.21], [4.38, -0.98, 1.31], [-2.38, -2.82, 2.70], [2.32, 1.03, -2.01], [5.27, 0.18, 7.10], [-0.17, -7.81, 0.58], [-1.57, 3.16, -4.56], [1.27, 2.29, -0.06], [3.32, 0.13, 5.63], [0.43, -3.66, -0.26], [0.08, 1.42, 4.75], [-0.48, -7.28, 2.98], [-6.15, -0.30, 0.39], [0.42, 3.42, -4.15], [-0.31, 4.37, -2.85], [4.52, -1.49, -0.69], [0.14, 1.24, -4.88], [-3.74, 0.58, -3.10], [2.78, 2.52, -2.81], [-5.09, -2.04, 2.20], [-3.19, -0.19, -4.57]], "mulliken_charge": [-0.974, 2.072, -0.650, -0.610, -0.786, 1.560, 0.781, 1.056, 1.702, 0.373, -0.607, 1.394, -0.616, -0.676, -1.031, -1.108, -0.650, -1.047, -0.476, 0.528, -1.124, -1.586, 0.898, -1.149, 2.498, 0.076, -1.063, -0.842, -1.881, -2.182, -0.996, 2.316, -0.411, -0.524, -0.589, -0.311, -2.217, 0.465, -0.585, -1.339, -0.501, -0.930, -1.640, -0.448, -1.573, -0.418, -0.632, -0.415, -1.572, -0.079, -1.161, 0.416, 0.771, 0.433, 0.683, 0.476, 0.373, 0.295, 0.308, -0.113, 0.555, 0.579, 0.434, 0.533, 0.625, 0.389, 0.306, 0.583, 0.214, 0.583, 0.363, 0.290, 0.497, 0.419, 0.437, -0.041, 0.167, 0.406, 0.670, 0.426, 0.234, 0.377, 0.386, 0.280, 0.393, 0.466, 0.588, 0.463, 0.391, 0.502, 0.407, 0.339, 0.469, 0.297, 0.335, 0.579, 0.539, 0.559]}

=====

No. 2
{"formula": "C41H44F5GaN", "method": "ωB97M-V/def2-TZVPD", "spin_multiplicity": 1, "gap_ev": 7.127, "largest_force_ev_per_a": 0.464, "e_tot_ha": -4067.58002, "total_charge": -1, "elements": ["Ga", "F", "F", "F", "F", "F", "N", "C", "C", "C", "C", "C", "C", "C", "C", "C", "C", "C", "C", "C", "C", "C", "C", "C", "C", "C", "C", "C", "C", "C", "C", "C", "C", "C", "C", "C", "C", "C", "C", "C", "C", "C", "C", "C", "C", "C", "C", "C", "H", "H", "H", "H", "H", "H", "H", "H", "H", "H", "H", "H", "H", "H", "H", "H", "H", "H", "H", "H", "H", "H", "H", "H", "H", "H", "H", "H", "H", "H", "H", "H", "H", "H", "H", "H", "H", "H", "H", "H", "H", "H", "H", "H"], "positions_angstrom": [[-1.61, 1.31, 2.20], [3.29, 5.90, -0.86], [-5.56, 3.43, 2.09], [5.15, -7.56, -0.33], [5.84, 4.69, -6.27], [1.03, -5.07, -0.99], [0.87, -0.33, 1.91], [-3.18, 0.15, -0.16], [-7.67, 2.20, 5.38], [-7.51, 3.55, 5.12], [4.15, -5.43, -0.25], [6.60, -4.37, 0.54], [1.59, 0.54, -0.63], [0.60, 5.29, 2.17], [4.54, 5.62, -4.54], [-3.49, -2.41, -0.23], [2.37, -0.40, 0.04], [0.38, -6.77, -2.47], [2.01, 4.40, 0.44], [0.45, -6.27, -1.18], [5.50, -3.54, 0.39], [-6.40, 1.67, 3.40], [-0.73, -8.71, -1.58], [-1.15, -3.05, 0.52], [4.28, -4.07, 0.00], [2.65, 7.00, -5.11], [-3.00, 1.41, 0.69], [3.46, 6.40, -4.15], [2.93, 6.81, -6.46], [4.00, 6.03, -6.86], [5.26, -6.24, -0.10], [6.49, -5.74, 0.30], [1.01, 6.57, 1.86], [-3.55, -1.12, 0.62], [0.46, 1.03, 0.01], [4.79, 5.45, -5.88], [-6.79, 3.98, 4.01], [1.96, -0.79, 1.31], [-0.65, -8.18, -0.30], [1.10, 4.20, 1.46], [-6.26, 3.03, 3.17], [2.40, 5.69, 0.15], [0.09, 0.59, 1.29], [-0.21, -8.01, -2.66], [1.92, 6.79, 0.83], [-7.11, 1.26, 4.51], [-0.06, -6.94, -0.09], [-2.60, -3.51, 0.34], [-1.06, -2.30, 1.31], [0.78, 3.20, 1.71], [3.21, -5.86, -0.56], [4.24, 5.87, -7.90], [-2.90, -1.20, 1.49], [1.81, 7.60, -4.81], [7.55, -3.96, 0.85], [-3.97, 0.30, -0.91], [-0.13, 5.11, 2.95], [0.01, -6.50, 0.89], [-0.75, -2.63, -0.40], [-2.26, -0.06, -0.73], [-2.99, -3.86, 1.30], [-2.08, 0.25, 3.32], [-0.51, -3.89, 0.81], [5.18, 5.13, -3.81], [3.27, -0.81, -0.40], [-3.96, 1.75, 1.07], [-1.20, -9.68, -1.74], [-1.35, 2.78, 2.81], [-0.16, 1.76, -0.50], [5.59, -2.48, 0.59], [2.41, 3.57, -0.13], [-3.13, -2.17, -1.24], [-2.62, -4.37, -0.34], [-2.64, 2.20, 0.01], [-4.50, -2.81, -0.36], [-8.22, 1.87, 6.25], [2.25, 7.78, 0.57], [3.25, 6.54, -3.10], [-4.57, -1.01, 1.00], [-7.93, 4.28, 5.80], [-7.22, 0.21, 4.71], [2.30, 7.27, -7.21], [-1.06, -8.72, 0.54], [-0.27, -8.42, -3.66], [0.61, 7.42, 2.40], [-6.64, 5.03, 3.80], [7.33, -6.41, 0.41], [1.87, 0.88, -1.62], [2.54, -1.52, 1.86], [0.79, -6.20, -3.29], [-5.93, 0.97, 2.72], [3.41, -3.43, -0.12]], "mulliken_charge": [0.407, -0.314, -0.274, -0.320, -0.319, -0.262, -0.586, -0.718, -0.534, -0.325, -0.577, -0.348, -0.761, -0.925, -0.645, -0.992, -0.218, -0.450, -0.581, 0.260, -0.555, -0.146, -0.502, -0.737, -0.173, -0.698, -1.036, -0.066, -0.192, -0.566, 0.488, -0.577, -0.184, 0.012, -0.557, 0.491, -0.522, -0.501, -0.473, 0.024, 0.322, 0.610, 0.656, -0.334, -0.630, -0.391, -0.156, -0.633, 0.369, 0.250, 0.494, 0.404, 0.109, 0.376, 0.353, 0.404, 0.450, 0.429, 0.211, 0.258, 0.283, -0.342, 0.175, 0.442, 0.398, 0.309, 0.375, -0.495, 0.559, 0.410, 0.492, 0.345, 0.311, 0.417, 0.385, 0.358, 0.416, 0.426, 0.110, 0.344, 0.350, 0.355, 0.357, 0.355, 0.349, 0.409, 0.419, 0.455, 0.424, 0.427, 0.416, 0.370]}